1.
ORCA calculation (ωB97M-V/def2-TZVPD) on one molecule with the formula C9H23BN2.

Properties
SMILES: CCCB(CCCCN)CNC
HOMO-LUMO gap, eV: 9.3
Multiplicity: 1
LUMO level, Eh: 0.0278
Max |F|, eV/A: 0.92
Highest occupied orbital energy, eV: -8.5

Element x y z (Å)
C1 2.432 1.967 -0.086
H1 -2.964 0.308 -0.824
H2 -0.634 -3.864 0.400
H3 -2.199 -1.621 -1.931
H4 1.118 0.443 -1.885
C2 3.302 1.233 0.974
C3 -2.026 0.786 -0.558
H5 -0.800 -1.212 -2.926
C4 -0.507 -2.820 0.135
H6 -3.975 1.539 1.311
H7 -3.196 0.651 2.620
N1 -1.976 0.939 0.930
H8 1.219 -0.525 -0.427
N2 2.601 0.149 1.704
H9 2.891 -0.735 1.301
H10 3.685 1.965 1.673
B1 -0.815 -0.088 -1.088
H11 -1.345 -2.264 0.544
H12 -3.724 -0.210 1.187
H13 0.592 1.490 0.920
H14 2.957 0.132 2.655
C5 -0.375 -2.635 -1.387
H15 2.545 3.035 0.076
H16 0.442 2.398 -0.608
H17 0.674 -2.530 -1.637
H18 -0.742 -3.534 -1.866
C6 -3.296 0.718 1.543
C7 0.693 0.308 -0.888
H19 4.182 0.825 0.483
H20 0.389 -2.478 0.638
H21 -1.764 1.914 1.106
C8 -1.134 -1.410 -1.904
H22 2.862 1.769 -1.063
H23 -2.070 1.769 -1.033
C9 0.958 1.591 -0.091



2.
ORCA calculation (ωB97M-V/def2-TZVPD) on one molecule with the formula C5H4OS.

Properties
SMILES: S=C1C=C[C@@H]2O[C@H]12
HOMO-LUMO gap, eV: 8.0
Multiplicity: 1
LUMO level, Eh: -0.0318
Max |F|, eV/A: 1.83
Highest occupied orbital energy, eV: -8.9

Element x y z (Å)
C1 0.259 0.884 -0.772
C2 0.679 -0.689 0.884
C3 -0.751 -0.899 0.434
H1 2.212 0.715 0.515
H2 0.598 1.290 -1.735
H3 -1.671 -0.047 -1.445
C4 1.245 0.331 0.252
S1 -1.877 -1.960 0.882
H4 1.161 -1.263 1.721
O1 -0.869 1.491 -0.118
C5 -0.985 0.147 -0.618



3.
ORCA calculation (ωB97M-V/def2-TZVPD) on one molecule with the formula C3H8N2OS.

Properties
SMILES: CN/C(=N/O)SC
HOMO-LUMO gap, eV: 9.5
Multiplicity: 1
LUMO level, Eh: 0.0208
Max |F|, eV/A: 4.54
Highest occupied orbital energy, eV: -9.0

Element x y z (Å)
H1 0.701 0.512 2.704
H2 1.815 1.390 1.778
C1 0.361 -0.165 -0.053
N1 -0.061 1.115 0.471
N2 1.000 -0.921 0.831
S1 0.129 -0.737 -1.821
C2 0.705 1.264 1.803
C3 -1.758 -0.547 -1.877
H3 0.275 2.148 2.297
O1 1.546 -2.085 0.223
H4 -2.162 0.246 -1.206
H5 1.463 -2.127 -0.725
H6 -2.041 -0.473 -2.847
H7 -2.378 -1.370 -1.424
H8 0.406 1.751 -0.154



4.
ORCA calculation (ωB97M-V/def2-TZVPD) on one molecule with the formula C4H9NOS.

Properties
SMILES: N[C@@H](C=O)CCS
HOMO-LUMO gap, eV: 10.1
Multiplicity: 1
LUMO level, Eh: 0.0264
Max |F|, eV/A: 1.41
Highest occupied orbital energy, eV: -9.4

Element x y z (Å)
C1 0.169 -0.128 -0.866
N1 -0.913 -0.594 1.392
H1 -1.540 -1.198 0.854
H2 -0.345 -0.942 -1.377
H3 2.224 -1.514 1.076
H4 -1.601 1.062 -0.842
C2 0.310 -0.396 0.623
S1 0.081 2.742 -0.599
C3 1.167 -1.679 0.793
O1 0.691 -2.758 0.606
H5 0.183 2.342 0.677
H6 1.161 -0.065 -1.325
C4 -0.596 1.165 -1.250
H7 0.958 0.385 1.023
H8 -1.335 0.316 1.543
H9 -0.616 1.262 -2.329